Entry 1:
Molecular formula: C37H71N3O20
Method: DFT, ωB97M-V with the def2-TZVPD basis set

Geometry as XYZ:
```
131
Properties=species:S:1:pos:R:3:lowdin_charge:R:1
H 2.67377 -1.92388 -2.44482 0.035
C 3.00127 -0.16485 0.69601 -0.533
H 2.70613 -7.98065 -2.17598 0.100
H 4.07146 -3.00848 -2.28420 0.088
H -3.20491 -12.12367 -5.69421 0.098
H -2.18718 -2.71942 0.67334 0.124
H -2.89067 -3.69543 -2.15186 0.084
C -4.65105 -2.08328 0.25201 -0.608
H -0.83109 2.55307 -0.00079 0.126
H -1.62273 -2.00596 -0.82966 0.112
H -7.89211 -1.75355 4.55042 0.120
H -9.98406 -0.38848 6.30991 0.073
H -0.86424 -9.33734 -3.12404 0.068
H -2.79165 1.82793 -1.55888 0.066
C 2.60631 -8.03900 -3.25967 -0.041
H 2.64858 2.45132 0.20081 0.071
H -0.65837 -8.29919 -1.70941 0.081
H 9.29887 5.61786 5.43636 0.124
C -6.86924 -1.54004 0.66892 -0.036
H 3.83595 2.63041 -1.02437 0.112
C -11.42026 1.84353 2.41185 -0.041
H 1.51185 3.78228 1.45807 0.086
O -9.29783 -0.60913 3.64851 0.029
H -7.29175 -2.45251 0.24991 0.101
C 0.11855 2.20373 -0.40515 -0.087
C 3.00479 1.99766 -0.71536 -0.108
C -3.84094 -12.52788 -4.90736 -0.043
C 5.07094 7.88496 5.90390 -0.035
H -11.85504 1.85327 1.41586 0.093
H -1.67868 3.74209 -3.50199 0.119
H 4.14945 7.90098 6.47953 0.095
O 4.17004 1.78048 -7.21854 0.119
H 3.63882 0.51724 -5.82282 0.148
H 3.12735 -8.92575 -3.61113 0.094
H 1.34614 5.62288 3.08938 0.106
O -4.70528 -3.02351 1.00332 0.122
C 2.59785 -5.75173 -3.62209 -0.606
H 9.84280 5.49508 7.10196 0.122
N 0.06613 0.85976 -1.02236 0.117
C 1.15640 0.76052 -1.91314 -0.444
O -5.64213 -1.21963 0.00952 0.004
H -3.37730 -13.40451 -4.45918 0.095
H 4.63918 0.71315 -0.24795 0.132
C 1.84524 4.98312 -0.28203 -0.181
H -1.83031 -10.43003 -1.05863 0.124
H 1.24166 2.57215 -4.64536 0.125
O 3.22538 -6.90640 -3.86946 0.006
H -4.79718 -12.81371 -5.33765 0.092
C 1.74676 5.85429 2.10023 -0.198
H 2.86282 4.60988 -0.34048 0.088
H 3.03495 3.50961 -3.07623 0.130
H 1.60216 0.60269 1.92204 0.086
C -2.45631 1.97417 -2.58530 -0.057
H 3.33016 -2.80220 -4.65977 0.120
C -2.35151 -9.62586 -1.57928 -0.208
H 3.61090 7.64009 1.33656 0.063
O 3.08412 2.52852 -5.49130 -0.008
C 3.28077 5.88438 2.23743 -0.276
H 0.00611 5.06136 -1.37413 0.120
C 3.58266 0.58049 -0.50712 -0.068
O -3.60112 -1.72331 -0.48748 0.032
N 2.61144 0.53549 1.87538 0.130
C -1.45764 3.15089 -2.60998 -0.232
H 3.57335 5.36548 3.14875 0.105
C 2.79121 -3.44291 -3.96243 -0.201
H -2.04997 1.05836 -2.99725 0.077
C 9.37156 6.15999 6.37980 -0.211
C 3.01284 -2.95194 -2.54841 -0.063
C -9.91705 0.57270 3.64240 -0.608
H -7.83417 -0.06176 5.02231 0.125
O 6.05315 7.19922 6.68301 0.008
H 4.69260 7.32504 2.52627 0.057
H 3.05235 1.44466 1.95047 0.077
H -2.85227 -9.02134 -0.82457 0.122
H 4.88759 7.37285 4.96195 0.072
H -10.81458 2.73798 2.54352 0.095
H -10.04332 -2.05864 5.77246 0.083
C -3.03334 -11.16170 -3.21406 -0.607
H -3.42276 -4.46869 -0.66847 0.073
H -7.55975 -0.72018 0.48961 0.093
O 2.90394 -1.32611 0.68349 0.130
H 1.36831 6.83086 1.80695 0.108
H 1.99710 0.99024 -4.55507 0.112
O -1.93439 -11.64817 -3.29983 0.121
H 1.93193 6.07011 -0.39585 0.117
C 7.20475 6.99014 6.04041 -0.607
H 3.73647 1.92354 -3.04315 0.129
H 11.21094 7.18108 5.91891 0.080
O -3.39435 -10.16558 -2.40451 0.038
C 2.17651 2.05684 -4.45099 -0.138
H 1.73688 -3.41030 -4.23951 0.126
C -2.44171 -2.56359 -0.37596 -0.209
H -1.70308 -4.46194 -1.07598 0.081
H -12.22240 1.81744 3.14850 0.099
H 3.56540 -0.03929 -1.39629 0.108
C 10.19737 7.42217 6.23961 -0.067
O -4.10513 -11.52477 -3.92545 0.004
H 10.24252 7.95511 7.19076 0.082
H -1.93877 -7.97054 -2.89546 0.085
H 3.79620 5.37953 1.41285 0.094
H 1.55718 -8.11277 -3.53996 0.083
H -6.72270 -1.64766 1.74183 0.088
O -0.09603 2.75293 -2.71908 -0.110
C 1.22950 4.78783 1.13469 -0.196
C 0.72729 3.01349 -1.56796 -0.369
H 9.76041 8.10179 5.50926 0.073
O 1.40835 -0.19793 -2.51935 0.141
C 1.94227 2.09953 -1.87306 -0.237
O 1.56672 -5.63161 -3.00910 0.114
H 0.71619 2.04663 0.49412 0.086
O -10.62365 0.66138 2.51117 0.002
H -8.74489 -1.52122 6.85863 0.081
H -1.67326 3.80222 -1.76250 0.109
C -2.62209 -3.87619 -1.10979 -0.061
O 7.42764 7.26612 4.88773 0.115
C 0.94486 4.51184 -1.43260 -0.089
C -8.50731 -0.89376 4.81243 -0.213
O 3.31322 -4.76647 -4.16273 0.040
H 2.47154 -3.56182 -1.82644 0.080
H 5.38774 8.91118 5.72145 0.102
O 8.06043 6.43132 6.89645 0.038
H -3.34582 2.29340 -3.12712 0.072
H 0.21874 0.07425 -0.39294 0.137
N 3.70431 7.30467 2.28985 -0.007
H 1.41972 4.83759 -2.36144 0.126
C 3.64554 1.54780 -6.20883 -0.400
H 0.14501 4.79642 1.01190 0.113
C -9.36792 -1.23544 6.01107 -0.066
C 2.78209 2.45007 -3.11499 -0.070
C -1.39529 -8.75730 -2.36978 -0.068
O -9.86285 1.40987 4.50626 0.124
```

The total energy is -3121.52385 a.u. Its net charge is 0.

=====

Entry 2:
Molecular formula: C48H39CsI2N7OPSe2
Method: DFT, ωB97M-V with the def2-TZVPD basis set

Geometry as XYZ:
```
101
Properties=species:S:1:pos:R:3:lowdin_charge:R:1
C 4.28813 -1.23621 0.70083 -0.621
Se -2.32241 -1.91573 0.34600 0.168
Se -0.39714 -2.96287 -2.77720 0.243
I 8.28832 -0.46302 -0.76631 0.723
C 1.60822 4.18487 2.65538 -0.192
C 0.44316 0.86623 3.87161 -0.156
C 6.22206 -0.81630 -0.61502 -0.762
H -5.18775 -4.45867 -4.39221 0.092
H -1.35118 -6.25901 -1.56333 0.104
H 1.66000 0.08945 -2.63387 0.046
H 3.51943 4.73426 3.49434 0.103
C -0.04768 -7.02153 -0.03682 -0.104
C 3.19187 1.28246 -3.20889 -0.181
H 5.90226 -0.73908 -2.73961 0.090
H 3.90866 -1.34500 -3.81290 0.109
C -3.14318 4.07886 0.32167 -0.057
C 2.25512 2.43680 -3.43898 -0.269
C -4.17675 2.13993 -1.38884 -0.172
C -0.78298 -6.02891 -0.66957 -0.107
C -3.63541 -4.04132 -2.96773 -0.121
I 3.35940 -1.57000 2.55279 0.874
C 3.24307 -1.15677 -2.96379 -0.175
C -0.46208 3.45501 1.44187 -0.260
H -1.73408 -0.48058 -2.74658 0.029
H -1.15997 -1.74646 6.10195 0.100
C 3.01691 4.31291 2.62943 -0.043
H -1.33325 -1.83324 3.61732 0.093
C -1.15990 3.78133 2.62334 -0.055
C -5.59937 -5.35330 -2.48570 -0.118
C 1.44044 4.32340 -4.65498 -0.094
H -0.05843 -8.03332 -0.42647 0.090
H 1.49098 5.00288 -5.49836 0.092
C 3.02445 3.32154 0.46304 -0.144
N 1.30675 2.57951 -2.51221 0.129
H 1.30758 -7.48560 1.56590 0.089
H 0.88741 1.59525 3.20073 0.096
H -0.00326 -3.40685 1.31985 0.068
H 1.31693 4.96494 4.66238 0.088
C 0.43032 3.57362 -2.62934 -0.113
H 1.14498 1.85138 5.64103 0.106
H 1.35695 -5.15758 2.41978 0.095
C 2.35726 3.29056 -4.53189 -0.038
C -0.01719 -4.42507 0.94757 -0.099
C 0.59405 1.00869 5.24003 -0.019
N -0.98196 2.91513 0.32921 0.016
H -0.30076 3.63857 -1.82676 0.088
H -5.09629 4.97282 0.22071 0.087
H -3.01717 -3.48135 -3.66043 0.048
H 4.80890 3.95688 1.51697 0.093
O 2.16515 -1.46743 -0.32394 -0.523
C -2.81619 2.06706 -0.99530 -0.155
C -4.84278 -4.60311 -3.37452 -0.101
H 0.03206 -0.70074 7.96761 0.077
C 0.83469 4.54204 3.78759 -0.108
C -0.78656 -1.03186 4.10823 -0.148
Cs 0.32929 0.11084 -0.00943 0.969
C 0.45810 4.47282 -3.68784 -0.071
C -4.47771 4.14439 -0.11254 -0.124
C -5.14901 -5.53187 -1.18122 -0.101
C 0.99290 3.62686 1.50251 -0.175
H -2.22337 3.58864 2.65899 0.097
H 3.97843 1.26769 -3.96970 0.117
C 5.44064 -0.87209 -1.76622 -0.150
C -3.79084 0.20253 -2.76445 -0.063
C -2.28039 3.03621 -0.04283 -0.241
C 0.71868 -6.71432 1.08249 -0.111
C 5.64888 -1.00467 0.63639 -0.262
H -6.05380 3.21952 -1.24080 0.088
H 0.91186 0.71108 7.78892 0.079
H 3.68436 1.43045 -2.23824 0.107
N -1.97496 1.12331 -1.50447 -0.008
C -3.18581 -4.20722 -1.66460 -0.416
H 3.56085 2.94563 -0.40566 0.093
N 0.12804 0.16752 7.46788 0.084
H -3.61914 -5.06500 0.25170 0.104
H -5.73511 -6.11487 -0.47976 0.092
C -3.95634 -4.95372 -0.77240 -0.112
C 0.73972 -5.41342 1.56664 -0.083
H -6.53613 -5.79634 -2.80385 0.087
N 2.44193 0.03755 -3.27681 -0.024
C -2.44183 0.24568 -2.35555 -0.214
C 0.02481 0.05727 6.07780 -0.333
N -0.22844 -0.13307 3.29937 0.039
C -4.64392 1.14683 -2.28255 -0.037
C 4.07705 -1.09804 -1.70131 -0.160
P -1.64427 -3.37844 -1.07815 0.062
H 6.24650 -0.97499 1.53707 0.069
H 3.13586 3.13913 -5.26971 0.100
C -0.78326 -4.72642 -0.17355 -0.412
H -2.76035 4.85640 0.96837 0.090
N 1.72317 3.19916 0.44224 0.102
H -0.27593 5.26659 -3.74789 0.094
H -4.12423 -0.57489 -3.44069 0.096
C 3.72820 3.88897 1.54593 -0.070
C -5.01587 3.18642 -0.92838 -0.095
C -0.51919 4.30778 3.75086 -0.125
H -1.11820 4.53026 4.62932 0.093
H -5.68843 1.15921 -2.57677 0.104
H 2.54192 -1.98846 -2.88837 0.076
C 3.41255 -1.28099 -0.43759 -0.519
C -0.68899 -0.98543 5.48922 -0.034
```

Its relative energy (zero: lowest compared OMol25 entry of this formula, charge and spin) is 0.481 eV. The total energy is -8071.00577 a.u. Its net charge is -2.

=====

Entry 3:
Molecular formula: C25H51O19
Method: DFT, ωB97M-V with the def2-TZVPD basis set

Geometry as XYZ:
```
95
Properties=species:S:1:pos:R:3:lowdin_charge:R:1
H 17.56369 27.28422 27.01113 0.080
H 14.91834 25.21230 18.17825 0.075
H 20.74722 29.71830 25.41109 0.094
H 15.91678 23.74828 17.76092 0.077
O 22.63918 28.81851 25.57664 0.003
C 16.95461 25.42998 24.75694 -0.611
C 24.74734 28.88519 22.86353 -0.241
H 16.07167 25.38508 22.44103 0.065
H 23.58571 27.16944 22.51861 0.073
H 23.20968 23.24392 20.49904 0.088
H 22.85334 23.92719 23.77938 0.043
C 20.76328 19.73533 25.60927 -0.608
H 21.09782 22.37674 27.45144 0.081
H 19.72528 28.37462 16.53604 0.075
H 14.82959 23.71959 19.13694 0.077
H 19.99942 22.31777 26.09826 0.099
O 18.28674 25.05088 21.52501 0.158
H 21.53062 16.72947 25.22148 0.120
H 21.66922 24.54397 27.17764 0.056
H 25.20934 26.75947 23.10075 0.078
O 22.18180 29.02124 23.38158 0.152
H 20.43387 22.91806 22.51092 0.077
H 21.46795 27.19928 33.29593 0.075
C 21.23669 28.83646 25.82860 -0.042
O 18.61742 22.80758 21.31399 0.008
O 21.27844 26.33902 20.29512 0.161
H 22.06487 24.14373 21.54100 0.060
H 18.71878 17.81115 24.80684 0.083
O 20.94517 20.47949 26.69500 0.017
C 22.58483 24.71954 27.73886 -0.061
C 15.48866 24.36289 18.54899 -0.067
H 19.01482 24.60106 26.99417 0.109
H 14.45230 24.70133 22.85373 0.091
O 17.37296 24.81494 25.86446 0.029
O 20.67816 25.68626 18.19796 0.029
C 24.65417 27.41252 22.43075 -0.061
C 22.63764 24.16309 20.60774 -0.049
C 22.06928 26.59112 32.62238 -0.059
C 18.10307 23.98867 21.00747 -0.587
H 20.31417 25.69975 31.78349 0.118
C 16.58556 24.87055 19.44786 -0.247
H 17.53668 25.97926 28.27251 0.077
O 17.28924 23.74989 19.95435 0.024
C 21.75220 25.02780 29.88327 -0.611
O 20.95377 25.83606 29.50001 0.128
H 22.78444 25.78684 27.61572 0.103
H 17.32655 25.43698 18.86529 0.106
H 19.26168 16.50858 23.81161 0.078
H 23.34621 24.99002 20.71176 0.087
H 18.95546 22.90740 23.39746 0.096
H 20.31495 27.69547 18.68614 0.124
C 15.25887 25.35320 23.17069 -0.055
C 22.19574 24.68177 24.30884 -0.464
O 20.54259 20.14368 24.50555 0.137
C 19.40711 22.54593 22.47377 -0.022
C 18.53636 25.42668 26.45991 -0.206
C 21.28522 25.36532 32.15682 -0.226
O 17.55588 26.26116 24.14491 0.150
H 21.71881 22.15462 25.80539 0.088
H 21.07682 28.80545 26.90198 0.085
H 21.09569 24.68206 32.98198 0.119
H 22.31973 27.17899 31.73947 0.080
H 24.21709 29.52543 22.16149 0.118
H 19.25699 25.73808 25.70166 0.116
C 19.45703 17.00695 24.76269 -0.067
O 21.25852 25.22643 23.52148 -0.366
H 19.24326 16.31383 25.57566 0.074
C 20.92014 21.88578 26.49972 -0.043
H 21.80114 24.11629 25.20415 0.004
H 18.96934 26.92362 27.95019 0.062
O 24.28945 28.99170 24.18253 0.034
H 19.52532 26.73144 15.90024 0.072
H 18.91741 26.70554 18.25692 0.106
H 22.89696 25.46471 24.71137 0.043
C 21.25401 25.54590 19.40980 -0.604
H 23.37582 24.17946 27.22841 0.102
H 14.88616 26.38400 23.21331 0.098
H 20.76584 27.96817 25.35809 0.098
H 19.48929 21.46102 22.46541 0.076
H 24.89738 27.18622 21.39240 0.072
C 20.09728 27.34740 16.59132 -0.074
C 19.96560 26.90629 18.02570 -0.232
H 25.81157 29.11525 22.77312 0.112
O 22.56238 24.32863 29.10051 0.016
O 21.83955 24.34504 19.44323 0.002
H 22.96917 26.27620 33.15052 0.074
C 20.87044 17.52243 24.85819 -0.220
C 18.10378 26.45566 27.47553 -0.060
C 22.95371 28.95294 24.28635 -0.615
O 21.97987 24.65979 31.14245 0.039
H 21.30068 17.87637 23.92423 0.122
H 21.14507 27.37202 16.29308 0.078
O 15.75429 24.93279 24.42605 0.000
H 16.25458 25.60599 20.18358 0.117
O 21.02692 18.46387 25.93407 0.028
```

Its relative energy (zero: lowest compared OMol25 entry of this formula, charge and spin) is 0.000 eV. The total energy is -2412.75934 a.u. Its net charge is -1.

=====

Per-record HOMO, Eh: -0.364, -0.059, -0.104
Per-record orbital gap, eV: 10.08, 5.01, 5.34